Below is a cluster of 9 separate species, C37H54ClN9Si in total, with properties calculated with the ωB97M-V functional and the def2-TZVPD basis.

Structure (XYZ):
```
102
Properties=species:S:1:pos:R:3:lowdin_charge:R:1
C 1.976 -4.054 2.066 -0.146
N 1.897 -2.976 3.039 -0.175
C 1.757 -1.636 2.448 -0.363
Si -0.012 -1.021 2.413 0.647
C -1.126 -2.031 1.302 -0.333
C -2.551 -1.473 1.162 -0.340
C -3.375 -1.692 2.422 -0.617
Cl -5.137 -1.617 2.113 0.548
H 2.873 -3.928 1.454 0.081
H 1.114 -4.117 1.383 0.069
H 2.079 -5.012 2.579 0.066
H 1.164 -3.162 3.714 0.074
H 2.125 -1.663 1.418 0.062
H 2.407 -0.925 2.974 0.071
H -0.096 0.409 1.999 -0.011
H -0.527 -1.095 3.818 -0.012
H -1.160 -3.064 1.671 0.070
H -0.659 -2.086 0.313 0.068
H -3.067 -1.899 0.301 0.101
H -2.497 -0.392 0.980 0.096
H -3.198 -0.935 3.188 0.049
H -3.163 -2.660 2.881 0.073
C 0.536 0.140 -1.030 -0.101
C 0.871 -0.148 -2.385 -0.089
C 2.229 -0.027 -2.501 -0.145
N 2.730 0.297 -1.269 0.024
C 1.707 0.408 -0.372 -0.179
H -0.452 0.175 -0.601 0.083
H 0.180 -0.395 -3.174 0.074
H 2.884 -0.124 -3.351 0.099
H 3.700 0.449 -1.059 0.142
H 1.893 0.705 0.645 0.090
C 0.145 3.779 4.952 -0.114
C -1.228 4.138 5.047 -0.103
C -1.955 3.091 4.546 -0.141
N -1.077 2.124 4.144 0.007
C 0.205 2.530 4.390 -0.152
H 0.988 4.370 5.269 0.088
H -1.632 5.056 5.440 0.092
H -3.017 2.972 4.404 0.090
H -1.325 1.240 3.739 0.076
H 1.046 1.903 4.148 0.101
C 1.724 3.245 -4.512 -0.132
C 1.674 4.474 -5.230 -0.113
C 2.376 5.396 -4.498 -0.130
N 2.847 4.773 -3.376 0.023
C 2.467 3.462 -3.382 -0.134
H 1.256 2.313 -4.783 0.085
H 1.166 4.661 -6.162 0.096
H 2.567 6.440 -4.679 0.108
H 3.384 5.219 -2.654 0.144
H 2.717 2.789 -2.578 0.083
C -0.049 -9.093 1.652 -0.112
C 1.001 -9.381 2.566 -0.112
C 1.116 -8.307 3.408 -0.146
N 0.176 -7.383 3.037 -0.005
C -0.537 -7.853 1.968 -0.144
H -0.404 -9.724 0.854 0.090
H 1.602 -10.274 2.601 0.089
H 1.782 -8.125 4.233 0.104
H 0.032 -6.496 3.482 0.133
H -1.327 -7.272 1.523 0.104
C 3.792 -0.356 -7.369 -0.113
C 4.521 0.463 -8.273 -0.114
C 4.294 1.767 -7.913 -0.138
N 3.460 1.768 -6.832 0.018
C 3.149 0.482 -6.495 -0.153
H 3.746 -1.433 -7.363 0.087
H 5.139 0.133 -9.091 0.088
H 4.656 2.688 -8.338 0.105
H 3.119 2.582 -6.345 0.103
H 2.498 0.269 -5.663 0.080
C -3.741 -1.819 -5.243 -0.113
C -3.854 -0.583 -4.549 -0.112
C -2.626 0.021 -4.589 -0.150
N -1.778 -0.802 -5.278 -0.004
C -2.448 -1.926 -5.679 -0.141
H -4.520 -2.546 -5.400 0.089
H -4.737 -0.184 -4.077 0.089
H -2.287 0.962 -4.188 0.105
H -0.811 -0.609 -5.469 0.132
H -1.951 -2.702 -6.235 0.105
C 2.000 4.039 1.558 -0.098
C 2.422 3.573 0.282 -0.125
C 3.778 3.379 0.348 -0.159
N 4.191 3.708 1.611 0.005
C 3.114 4.112 2.352 -0.137
H 0.998 4.289 1.866 0.093
H 1.804 3.391 -0.583 0.081
H 4.479 3.031 -0.395 0.101
H 5.137 3.670 1.943 0.143
H 3.227 4.419 3.378 0.106
C -7.662 2.191 5.588 -0.112
C -7.298 1.756 4.284 -0.108
C -5.935 1.628 4.262 -0.153
N -5.462 1.972 5.500 -0.002
C -6.508 2.313 6.315 -0.142
H -8.657 2.390 5.948 0.089
H -7.960 1.556 3.458 0.091
H -5.272 1.317 3.472 0.087
H -4.499 1.958 5.781 0.123
H -6.344 2.613 7.335 0.104
```

Summary:
- SMILES = CNC[SiH2]CCCCl.c1cc[nH]c1.c1cc[nH]c1.c1cc[nH]c1.c1cc[nH]c1.c1cc[nH]c1.c1cc[nH]c1.c1cc[nH]c1.c1cc[nH]c1
- electronic energy (Eh) = -2684.6719
- Kohn-Sham gap (eV) = 8.6
- multiplicity = 1

=====

Below is a structure of composition C37H54EuN3OP2, with properties calculated with the ωB97M-V functional and the def2-TZVPD basis.

Structure (XYZ):
```
98
Properties=species:S:1:pos:R:3:mulliken_spin:R:1
C 0.588 -1.586 -2.670 0.003
C -1.638 -1.202 -2.026 -0.001
C 0.196 -2.434 -3.700 -0.002
C -2.082 -1.927 -3.169 -0.001
C -1.163 -2.533 -4.004 0.001
H 0.972 -2.954 -4.261 0.000
H -3.151 -2.073 -3.302 0.000
H -1.484 -3.090 -4.880 0.000
N -0.295 -0.884 -1.943 -0.017
P 2.543 0.178 -1.725 0.038
P -2.783 -0.109 0.545 0.015
C 2.075 -1.509 -2.280 -0.002
H 2.259 -2.209 -1.454 -0.002
H 2.701 -1.837 -3.117 0.000
C -2.602 -0.903 -1.004 -0.004
H -3.618 -1.049 -1.418 0.000
C -3.925 -1.362 1.472 -0.002
C -3.520 1.687 0.410 -0.018
C 4.005 -0.131 -0.564 -0.018
C 2.971 0.931 -3.427 -0.014
C -3.402 -1.415 2.920 -0.001
H -3.483 -0.441 3.421 0.000
H -3.994 -2.145 3.493 0.000
H -2.351 -1.729 2.950 0.001
C -5.406 -0.959 1.438 0.000
H -5.602 0.003 1.928 0.000
H -5.798 -0.931 0.412 0.000
H -5.987 -1.721 1.981 0.000
C -3.794 -2.760 0.851 -0.003
H -4.359 -3.477 1.466 0.000
H -4.193 -2.806 -0.168 0.000
H -2.749 -3.088 0.821 0.000
C -3.840 2.212 1.822 -0.003
H -2.937 2.250 2.450 0.002
H -4.230 3.239 1.733 0.000
H -4.596 1.616 2.348 0.000
C -2.476 2.645 -0.204 0.029
H -1.619 2.818 0.478 0.007
H -2.147 2.332 -1.216 0.001
H -2.945 3.633 -0.337 0.000
C -4.761 1.665 -0.487 0.001
H -5.574 1.062 -0.066 0.000
H -5.135 2.694 -0.594 0.000
H -4.523 1.282 -1.490 0.000
C 3.810 2.198 -3.204 0.004
H 3.981 2.670 -4.183 0.000
H 3.306 2.933 -2.564 -0.002
H 4.795 1.970 -2.775 0.000
C 1.617 1.290 -4.075 0.008
H 0.989 0.401 -4.220 0.001
H 1.053 2.031 -3.486 -0.002
H 1.816 1.728 -5.065 0.000
C 3.724 -0.007 -4.381 0.000
H 4.031 0.588 -5.256 0.000
H 4.632 -0.433 -3.939 0.000
H 3.094 -0.820 -4.763 0.000
C 3.608 -1.166 0.514 0.003
H 3.598 -2.190 0.116 0.000
H 4.367 -1.136 1.312 0.000
H 2.628 -0.956 0.971 0.000
C 4.323 1.213 0.122 -0.002
H 3.467 1.577 0.714 0.002
H 5.170 1.069 0.807 0.000
H 4.596 1.998 -0.596 0.001
C 5.213 -0.664 -1.341 0.001
H 4.976 -1.589 -1.886 0.000
H 5.631 0.070 -2.042 0.000
H 6.003 -0.908 -0.615 0.000
Eu 0.052 1.203 -0.426 6.936
C 0.619 3.654 -1.747 0.032
O 0.906 4.673 -2.195 0.003
N -0.235 -0.741 0.926 -0.011
C -0.606 -1.874 0.783 -0.016
C -0.288 -3.239 1.141 0.004
C 0.510 -3.397 2.289 0.002
C -0.698 -4.373 0.411 0.004
C 0.780 -4.674 2.785 -0.001
H 0.897 -2.516 2.807 0.000
C -0.417 -5.647 0.916 -0.001
H -1.243 -4.240 -0.524 0.000
C 0.331 -5.800 2.087 0.002
H 1.339 -4.785 3.713 0.000
H -0.796 -6.529 0.393 0.000
H 0.578 -6.796 2.446 0.000
C 1.109 4.931 5.197 0.000
C 0.918 4.035 4.011 0.001
C 0.315 2.781 4.165 0.000
C 0.120 1.976 3.047 0.008
N 0.492 2.368 1.800 0.011
C 1.098 3.572 1.653 0.013
C 1.322 4.427 2.732 0.001
H 0.149 5.229 5.639 0.000
H 1.682 4.429 5.987 0.000
H 1.646 5.841 4.913 0.000
H -0.013 2.428 5.141 0.000
H -0.336 0.982 3.120 -0.002
H 1.396 3.843 0.628 -0.010
H 1.800 5.390 2.563 0.000
```

Summary:
- electronic energy (Eh) = -3074.5728
- Kohn-Sham gap (alpha / beta) (eV) = 5.9 / 6.0
- charge = +1
- energy relative to the best compared isomer or geometry (same formula, charge and spin) (kJ/mol) = 0.0
- multiplicity = 8

=====

Below is a structure of composition C37H55Ge2N3O3W, with properties calculated with the ωB97M-V functional and the def2-TZVPD basis.

Structure (XYZ):
```
101
Properties=species:S:1:pos:R:3:mulliken_spin:R:1
W 0.179 -0.187 -0.083 0.751
C -3.306 1.791 -1.799 0.028
C -1.883 1.372 -1.427 0.045
Ge -1.475 1.537 0.619 0.034
C -1.826 3.443 0.900 0.023
C -3.214 3.753 1.466 0.008
C -3.151 0.597 1.092 0.045
C -3.418 -0.694 0.662 0.286
Ge -1.744 -1.776 0.316 0.108
C -1.737 -2.441 -1.586 0.024
C -3.033 -2.821 -2.302 0.007
C -1.524 -3.384 1.435 -0.013
C -2.755 -3.968 2.136 0.002
C -4.752 -1.143 0.453 0.250
C -5.034 -2.517 0.163 0.042
C -6.307 -2.949 -0.059 0.021
C -7.365 -2.024 -0.032 0.177
C -7.126 -0.658 0.223 0.025
C -5.857 -0.222 0.454 0.072
H -3.385 1.861 -2.885 -0.001
H -3.554 2.772 -1.389 -0.003
H -4.056 1.078 -1.456 -0.013
H -1.174 2.007 -1.952 -0.002
H -1.720 0.357 -1.809 -0.022
H -1.711 3.900 -0.086 0.002
H -1.053 3.882 1.536 -0.002
H -4.011 3.423 0.797 -0.004
H -3.324 4.830 1.593 0.001
H -3.375 3.297 2.446 -0.002
H -3.958 1.171 1.546 -0.056
H -1.064 -3.301 -1.572 0.008
H -1.233 -1.685 -2.194 -0.003
H -3.485 -3.712 -1.866 -0.001
H -2.821 -3.053 -3.346 0.002
H -3.774 -2.018 -2.285 0.001
H -0.769 -3.139 2.187 0.002
H -1.076 -4.119 0.764 -0.001
H -3.361 -3.210 2.637 -0.001
H -2.425 -4.684 2.889 -0.001
H -3.396 -4.516 1.447 -0.001
H -4.210 -3.206 0.124 -0.001
H -6.509 -3.991 -0.270 0.002
H -8.378 -2.363 -0.219 -0.004
H -7.955 0.038 0.239 0.005
H -5.690 0.829 0.647 -0.007
C 1.414 5.816 -1.855 0.001
O 2.507 5.191 -1.116 0.000
C 2.513 3.949 -0.815 -0.003
C 3.664 3.484 -0.109 -0.007
C 3.713 2.215 0.339 0.016
C 2.613 1.300 0.157 0.029
C 2.608 0.121 0.889 0.005
C 3.787 -0.491 1.530 0.006
O 1.411 -0.431 1.240 0.033
C 1.560 1.747 -0.776 -0.058
O 0.804 0.783 -1.491 0.045
C 1.493 3.019 -1.206 0.075
H 1.573 6.882 -1.756 0.000
H 0.456 5.535 -1.425 -0.001
H 1.480 5.535 -2.904 0.000
H 4.485 4.174 0.047 0.000
H 4.581 1.887 0.897 0.002
H 4.259 0.195 2.237 0.003
H 4.538 -0.744 0.777 0.002
H 3.503 -1.393 2.064 -0.002
H 0.782 3.278 -1.976 0.001
C -1.711 0.459 5.838 0.004
C -1.797 0.407 4.294 0.044
N -0.456 0.326 3.686 -0.072
C 0.273 -0.779 4.333 0.005
C 0.574 -0.460 5.817 0.000
N -0.273 0.723 6.196 0.000
C 0.213 1.942 5.466 0.000
C 0.257 1.583 3.958 0.010
H -2.003 -0.479 6.305 0.000
H -2.324 1.253 6.257 0.000
H -2.290 1.298 3.905 -0.018
H -2.377 -0.461 3.983 0.005
H 1.203 -0.956 3.797 0.000
H -0.341 -1.676 4.255 0.001
H 1.614 -0.190 5.984 0.000
H 0.330 -1.290 6.475 0.000
H -0.202 0.879 7.202 0.000
H 1.191 2.216 5.854 0.000
H -0.476 2.757 5.677 0.000
H 1.287 1.472 3.618 -0.002
H -0.206 2.384 3.384 0.000
C 3.267 -5.268 -2.848 0.000
C 2.594 -4.093 -2.212 0.009
C 2.324 -2.926 -2.925 0.001
C 1.676 -1.874 -2.321 0.029
N 1.266 -1.903 -1.036 -0.025
C 1.557 -3.022 -0.331 0.026
C 2.200 -4.106 -0.870 -0.002
H 3.087 -5.303 -3.920 0.000
H 2.961 -6.206 -2.388 0.000
H 4.350 -5.184 -2.713 0.002
H 2.615 -2.839 -3.963 0.000
H 1.458 -0.977 -2.879 0.001
H 1.248 -3.030 0.706 0.001
H 2.396 -4.973 -0.252 0.001
```

Summary:
- electronic energy (Eh) = -6052.2250
- Kohn-Sham gap (alpha / beta) (eV) = 5.9 / 5.9
- charge = +4
- energy relative to the best compared isomer or geometry (same formula, charge and spin) (kJ/mol) = 510.1
- multiplicity = 3

=====

Below is a cluster of 9 separate species, C37H57BN8O in total, with properties calculated with the ωB97M-V functional and the def2-TZVPD basis.

Structure (XYZ):
```
104
Properties=species:S:1:pos:R:3:lowdin_charge:R:1
C -38.290 17.556 -18.058 0.033
C -37.679 17.758 -16.600 -0.398
C -36.799 18.984 -16.575 -0.125
C -36.658 19.755 -15.350 -0.201
C -38.069 20.120 -14.833 -0.116
C -38.888 18.848 -14.483 -0.498
N -38.698 17.825 -15.596 0.104
O -39.564 16.835 -15.433 0.177
C -40.283 19.346 -14.364 -0.040
C -38.502 18.191 -13.164 -0.022
C -36.912 16.400 -16.462 -0.025
H -38.808 16.647 -18.240 0.086
H -37.492 17.351 -18.785 0.118
H -38.782 18.403 -18.205 0.026
H -37.516 19.820 -17.160 0.171
H -35.759 18.949 -17.003 0.163
H -36.323 20.596 -15.660 0.042
H -36.113 19.288 -14.578 0.114
H -38.460 20.857 -15.690 0.140
H -38.095 20.875 -14.009 0.134
H -40.381 20.305 -13.806 0.125
H -40.903 18.574 -13.929 0.083
H -40.716 19.610 -15.337 0.095
H -38.389 19.012 -12.229 0.173
H -37.456 17.739 -13.395 0.108
H -39.318 17.472 -12.752 0.116
H -37.418 15.460 -16.802 0.108
H -36.354 16.056 -15.611 0.078
H -36.035 16.178 -17.033 0.085
B -40.006 21.721 -18.313 -0.451
H -40.531 21.033 -17.667 -0.141
H -40.637 21.500 -19.571 0.004
H -40.136 22.837 -17.982 -0.079
H -38.677 21.671 -18.591 -0.012
N -43.137 21.227 -24.997 -0.094
C -43.591 21.671 -23.829 -0.127
C -42.612 21.134 -22.721 -0.041
C -41.790 20.132 -23.463 -0.087
C -42.158 20.249 -24.933 -0.099
H -43.597 21.399 -25.875 0.137
H -44.569 22.525 -23.992 0.174
H -42.553 21.117 -21.727 -0.009
H -40.794 19.669 -23.171 0.066
H -41.939 19.766 -25.839 0.070
N -38.231 21.928 -23.797 0.004
C -38.564 21.327 -22.679 -0.113
C -37.237 21.027 -21.927 -0.064
C -36.115 21.608 -22.924 -0.059
C -36.899 22.098 -24.079 -0.100
H -38.771 22.233 -24.346 0.010
H -39.669 21.215 -22.278 0.118
H -37.068 20.496 -20.906 0.078
H -34.930 21.528 -22.790 0.109
H -36.634 22.349 -24.969 0.032
N -36.299 23.829 -15.313 -0.043
C -35.751 24.298 -14.160 -0.068
C -36.976 24.619 -13.256 -0.035
C -38.256 24.262 -14.100 -0.033
C -37.631 23.712 -15.411 -0.130
H -35.707 23.436 -15.935 0.023
H -34.743 24.444 -14.040 0.059
H -36.898 25.224 -12.392 0.028
H -39.240 24.150 -13.838 0.014
H -38.415 23.059 -16.025 0.123
N -38.242 24.367 -19.676 -0.017
C -37.440 24.602 -20.783 -0.131
C -36.787 25.967 -20.744 -0.061
C -37.486 26.563 -19.539 -0.133
C -38.217 25.532 -18.879 -0.180
H -38.729 23.526 -19.362 0.055
H -37.323 23.846 -21.674 0.110
H -36.283 26.500 -21.551 0.070
H -37.333 27.688 -19.312 0.109
H -38.777 25.436 -17.798 0.156
N -43.568 21.964 -18.425 -0.028
C -44.622 22.134 -19.318 -0.119
C -45.943 21.941 -18.594 -0.092
C -45.558 21.807 -17.160 -0.083
C -43.966 21.804 -17.072 -0.060
H -42.598 22.068 -18.738 0.078
H -44.631 22.212 -20.334 0.043
H -46.951 21.903 -19.107 0.085
H -46.072 21.668 -16.221 0.041
H -43.147 21.652 -16.397 0.064
N -35.553 23.944 -18.372 -0.031
C -34.728 24.985 -17.711 -0.050
C -33.621 24.216 -17.012 -0.076
C -33.818 22.733 -17.417 -0.088
C -35.065 22.678 -18.212 -0.166
H -36.482 24.394 -18.796 0.107
H -35.020 26.013 -17.877 0.081
H -32.906 24.644 -16.316 0.059
H -33.363 21.832 -17.175 0.029
H -35.701 21.872 -18.761 0.122
N -40.817 17.616 -20.766 -0.006
C -39.684 18.467 -20.985 -0.120
C -38.627 17.734 -21.780 -0.023
C -39.445 16.452 -22.171 -0.067
C -40.568 16.310 -21.249 -0.116
H -41.656 17.987 -20.386 0.126
H -39.785 19.353 -20.482 0.036
H -37.795 18.049 -22.338 0.040
H -39.099 15.691 -22.818 0.048
H -41.333 15.575 -21.237 0.075
```

Summary:
- electronic energy (Eh) = -1981.2212
- Kohn-Sham gap (eV) = 2.8
- energy relative to the best compared isomer or geometry (same formula, charge and spin) (kJ/mol) = 377.5
- multiplicity = 1